258
Properties=species:S:1:pos:R:3:forces:R:3 method="wB97M-V/def2-TZVPD" de_lowest_kj_mol=22.0 gap_ev=5.6 lumo_ev=-1.9 e_homo_ev=-7.5 charge=+1 total_energy_ha=-5358.6409 fmax_ha_per_bohr=0.066
Hg -19.9653 -28.9537 8.3884 -1.69 -0.88 -0.86
C -24.5890 -31.2564 8.0500 0.85 0.68 0.34
C -24.0449 -30.9478 6.6527 -0.19 -0.82 -1.25
C -25.3715 -30.8372 5.8324 0.59 0.46 -0.69
C -25.1650 -30.2091 4.4346 -0.10 -0.58 0.82
C -24.4819 -28.8657 4.5355 -0.06 -0.29 -0.57
C -23.1211 -28.8867 5.2957 -0.38 -0.27 1.19
N -23.2738 -29.6850 6.5880 -1.35 1.12 -0.66
O -22.1963 -29.6387 7.4804 0.75 -0.27 0.17
C -22.8607 -27.3533 5.6281 0.72 -1.87 -0.15
C -21.9575 -29.4063 4.3874 -0.39 0.36 -0.19
C -23.3109 -32.2224 6.0787 0.58 0.43 0.01
H -25.0214 -30.3400 8.4517 -0.34 0.02 -0.20
H -23.8203 -31.5083 8.7804 0.11 -0.37 -0.14
H -25.3510 -32.0319 7.9722 0.12 -0.12 0.19
H -26.1034 -30.3032 6.4385 0.02 0.63 -0.18
H -25.8237 -31.8251 5.7452 0.28 -0.19 -0.11
H -26.1048 -30.1370 3.8871 -0.25 0.12 0.12
H -24.5498 -30.8612 3.8146 0.17 -0.28 0.06
H -25.2034 -28.1189 4.8668 0.16 0.03 1.01
H -24.3814 -28.5078 3.5108 0.79 0.02 -0.32
H -21.9115 -27.2448 6.1528 0.04 -0.03 0.26
H -23.6663 -26.9519 6.2428 -0.01 0.04 -0.21
H -22.7395 -26.8473 4.6703 -0.35 0.24 0.00
H -22.0033 -30.4254 4.0037 -0.79 -0.25 0.19
H -20.9718 -29.3581 4.8501 -0.23 0.64 0.28
H -21.9556 -28.8206 3.4682 0.26 0.30 -0.07
H -22.3236 -32.4156 6.4984 0.00 0.33 0.53
H -23.0995 -32.1206 5.0142 -0.22 0.21 -0.30
H -23.8505 -33.1659 6.1606 -0.40 0.10 0.27
C -31.6816 -31.0659 8.5157 -0.61 -0.23 0.22
C -30.2976 -30.9922 7.9374 -1.50 2.17 0.41
O -29.8771 -29.8640 7.6767 0.84 0.20 -0.12
N -29.6363 -32.0936 7.7568 0.42 -1.78 -0.43
C -28.2558 -32.1847 7.3836 0.81 -1.07 0.74
H -32.2823 -30.3154 8.0020 -0.12 -0.29 -0.10
H -31.7049 -30.7630 9.5624 0.43 0.07 0.05
H -32.1462 -32.0517 8.4930 -0.03 -0.01 -0.27
H -30.1140 -32.9721 7.8989 0.06 0.20 0.19
H -27.6739 -31.3066 7.6638 -0.41 0.16 -0.46
H -28.0873 -32.5568 6.3731 -0.13 0.61 -0.28
H -27.8639 -32.9746 8.0244 0.27 -0.08 0.07
C -17.5918 -32.0282 5.8925 0.57 -1.08 -0.15
C -18.9157 -31.3520 6.0257 -0.06 1.67 0.91
O -19.0202 -30.4720 6.8905 0.24 -0.38 -0.16
N -19.9448 -31.6480 5.2221 0.36 -0.42 -0.23
C -19.7988 -32.3954 3.9975 0.14 -0.42 -0.27
H -16.8872 -31.5923 5.1842 -0.62 0.02 -0.78
H -17.7838 -33.0791 5.6761 0.43 -0.08 -0.31
H -16.9434 -31.9818 6.7675 -0.82 0.11 0.57
H -20.7642 -31.0585 5.2576 0.15 -0.04 0.71
H -19.5909 -33.4491 4.1838 0.06 -0.07 0.06
H -18.9974 -31.9720 3.3921 -0.09 -0.09 -0.25
H -20.7305 -32.3569 3.4331 0.14 0.16 0.04
C -22.3012 -25.0936 8.5366 0.28 0.34 0.85
C -21.0892 -25.7416 9.1185 0.75 -2.31 -0.88
O -20.6018 -26.7922 8.6385 -0.52 1.33 0.22
N -20.5233 -25.1612 10.1557 -0.37 1.33 1.10
C -19.4288 -25.6093 10.9735 1.18 0.22 0.01
H -21.9660 -24.6023 7.6231 -0.60 -0.19 -0.21
H -22.6490 -24.3475 9.2511 -0.11 0.25 -0.24
H -23.1051 -25.8254 8.4574 0.16 -0.01 -0.59
H -20.8620 -24.2358 10.3772 -0.15 -0.25 0.11
H -18.4893 -25.5592 10.4230 0.09 -0.20 -0.20
H -19.4991 -26.6076 11.4054 -0.52 0.02 -0.25
H -19.3017 -24.8808 11.7743 -0.20 -0.17 0.10
C -32.0107 -28.5995 5.2104 -0.81 -0.16 0.48
C -30.8162 -28.1023 4.4848 -1.09 0.54 -2.07
O -30.9340 -27.6481 3.3270 0.84 -0.23 1.51
N -29.7029 -28.1958 5.1976 1.16 -0.39 1.12
C -28.3935 -27.7177 4.8827 -0.15 0.15 -1.04
H -32.6872 -27.7611 5.3765 0.09 0.15 0.10
H -31.7206 -29.0159 6.1751 -0.28 -0.14 -0.06
H -32.5974 -29.2950 4.6103 0.28 -0.17 -0.01
H -29.6876 -28.7064 6.0689 -0.77 -0.08 0.17
H -28.3304 -27.6827 3.7951 0.34 0.19 -0.07
H -27.6619 -28.4276 5.2686 0.10 0.12 -0.01
H -28.2402 -26.7210 5.2963 0.24 0.03 0.03
C -25.7308 -24.1276 9.9098 -1.08 0.69 -0.76
C -26.0843 -25.5547 9.6467 1.96 -1.11 -1.48
O -26.2449 -26.3528 10.5417 -0.71 -0.61 1.01
N -25.9200 -25.9657 8.3502 -0.20 -0.82 -0.51
C -25.9418 -27.3800 7.8776 -0.11 0.67 0.11
H -24.7743 -24.0565 10.4277 -0.34 -0.02 0.30
H -26.5934 -23.7212 10.4379 0.45 0.24 0.60
H -25.6893 -23.5571 8.9819 0.22 -0.03 -0.09
H -25.7428 -25.2756 7.6343 -0.26 0.19 0.05
H -26.6580 -27.9952 8.4223 0.21 0.16 0.32
H -24.9499 -27.8310 7.8484 0.16 -0.15 0.58
H -26.2372 -27.4660 6.8319 -0.28 0.62 -0.04
C -20.9333 -29.8866 12.6377 0.72 -1.18 0.62
C -21.6449 -29.3324 11.4442 2.40 0.28 -0.40
O -20.9931 -28.9702 10.4288 -1.54 0.13 1.70
N -22.9451 -29.2981 11.5955 -1.39 -0.63 -0.74
C -23.8734 -28.9974 10.5442 -0.51 2.00 -0.85
H -20.1406 -30.5662 12.3246 -0.11 -0.12 -0.46
H -21.6250 -30.4986 13.2165 0.06 0.12 0.25
H -20.3753 -29.2461 13.3207 -0.51 0.70 -0.24
H -23.4044 -29.7005 12.3999 0.68 0.12 0.20
H -23.3890 -28.7120 9.6104 0.51 -0.82 -0.13
H -24.3384 -28.0445 10.7968 -0.71 -0.13 0.24
H -24.6374 -29.7531 10.3610 0.40 0.01 0.27
C -21.1483 -35.1431 6.3971 0.27 0.21 0.69
C -22.2091 -36.2115 6.6722 1.38 1.80 -2.54
O -22.5236 -36.4640 7.7987 -0.43 -0.79 1.93
N -22.6942 -36.7709 5.5575 -1.31 -1.45 0.02
C -23.6589 -37.8706 5.6231 -0.12 -0.49 0.01
H -20.8647 -34.7220 7.3616 -0.15 0.09 0.06
H -21.4971 -34.3185 5.7754 -0.08 -0.25 -0.22
H -20.2245 -35.5675 6.0040 -0.15 -0.16 -0.35
H -22.6025 -36.3834 4.6293 0.38 0.59 0.26
H -23.2038 -38.8203 5.3418 0.29 -0.01 -0.03
H -24.4951 -37.7450 4.9353 0.01 0.41 0.05
H -24.0563 -38.0241 6.6264 0.09 0.37 -0.04
C -24.7389 -33.6184 11.1704 -0.64 1.38 -0.63
C -25.4234 -34.3016 12.3286 1.76 -1.02 -0.27
O -24.7218 -35.0682 12.9799 -0.67 0.00 0.62
N -26.7290 -34.0615 12.5039 -0.29 0.74 0.72
C -27.5676 -34.8015 13.4282 0.27 -1.69 -0.22
H -25.4680 -33.0631 10.5804 -0.08 -0.12 -0.42
H -24.1508 -34.2663 10.5204 -0.35 -0.37 0.27
H -24.0487 -32.8401 11.4957 0.08 -0.12 0.52
H -27.1892 -33.5150 11.7900 -0.14 -0.03 -0.07
H -27.9361 -35.6453 12.8449 -0.64 -0.08 0.11
H -28.3990 -34.3136 13.9369 0.19 0.65 -0.52
H -27.0119 -35.3154 14.2126 0.54 0.49 -0.08
C -17.7006 -32.3184 10.3010 -0.11 -1.42 -0.77
C -19.1307 -31.9545 10.0135 1.65 2.08 0.04
O -19.3045 -30.8239 9.5516 -0.46 -0.35 -0.19
N -20.0900 -32.7764 10.3887 -0.48 -0.40 0.18
C -21.4765 -32.5549 10.0639 -1.29 0.00 -0.93
H -17.0691 -32.2652 9.4142 -0.31 0.75 -0.27
H -17.6804 -33.4016 10.4212 0.41 -0.03 1.22
H -17.2696 -31.6603 11.0555 -0.10 -0.51 0.21
H -19.7968 -33.5647 10.9480 -0.36 -0.08 -0.24
H -21.6193 -31.9336 9.1798 0.73 0.14 -0.26
H -22.1226 -32.0342 10.7707 0.53 -0.16 0.75
H -21.9762 -33.4856 9.7956 0.21 -0.20 0.29
C -22.1771 -24.1394 4.7143 0.55 -0.58 -0.35
C -21.5720 -22.7694 4.9041 -2.02 0.89 -1.64
O -22.0785 -21.8082 4.2784 1.19 -1.37 1.56
N -20.4824 -22.6377 5.6764 1.47 0.59 0.66
C -19.6075 -23.5712 6.3824 -0.92 -0.29 0.12
H -22.8669 -24.0834 3.8722 0.05 0.02 0.21
H -22.6294 -24.6800 5.5457 -0.15 0.66 0.32
H -21.3706 -24.8098 4.4174 0.12 -0.11 -0.30
H -20.1085 -21.7013 5.7354 -0.40 0.17 -0.32
H -19.9974 -24.5891 6.3715 -0.09 0.00 -0.14
H -19.5732 -23.2572 7.4256 0.15 -0.08 0.15
H -18.5853 -23.6059 6.0055 -0.14 0.23 -0.32
C -19.9298 -28.5315 0.6912 1.26 0.59 -0.98
C -19.4663 -29.9577 0.6424 -1.96 0.04 1.67
O -20.2557 -30.7571 1.1416 0.42 -1.04 -0.38
N -18.2424 -30.2744 0.2215 0.37 1.24 -0.45
C -17.7424 -31.5975 0.1040 0.35 -0.99 -0.05
H -20.5962 -28.3836 1.5410 0.17 -0.04 -0.22
H -20.3986 -28.2640 -0.2558 -0.41 -0.09 0.08
H -19.0539 -27.8832 0.7148 -0.05 0.38 0.39
H -17.7036 -29.5560 -0.2408 -0.16 -0.02 0.15
H -16.6543 -31.5328 0.1072 -0.06 -0.23 -0.14
H -18.0974 -32.0733 -0.8102 0.14 -0.12 -0.10
H -18.0465 -32.2343 0.9347 -0.10 0.23 0.08
C -25.8215 -30.2420 0.9350 0.04 -0.65 0.10
C -27.2735 -30.6127 1.1718 0.54 1.36 0.18
O -27.6909 -31.7205 1.2831 -0.27 -3.07 -0.02
N -28.1168 -29.5864 1.3301 1.05 2.30 -0.48
C -29.4983 -29.7075 1.5432 -2.22 -0.28 0.70
H -25.6747 -29.9109 -0.0930 -0.01 0.65 0.22
H -25.1694 -31.1105 1.0282 -0.33 -0.17 0.14
H -25.5422 -29.5668 1.7439 0.27 0.50 -0.51
H -27.7770 -28.6361 1.2885 0.22 -0.27 -0.10
H -29.9198 -30.5729 1.0317 0.16 -0.01 0.07
H -30.0816 -28.8253 1.2793 0.48 0.14 -0.58
H -29.7600 -29.7435 2.6007 0.20 -0.60 0.21
C -23.2347 -32.9536 1.9102 0.14 0.44 -0.16
C -22.6784 -34.2905 2.3473 -0.71 0.91 -0.89
O -23.2207 -34.8564 3.2612 -0.39 -1.37 1.66
N -21.6684 -34.8601 1.6576 -0.80 0.69 0.72
C -20.8360 -34.2428 0.6593 0.68 -0.85 0.10
H -22.5812 -32.1557 2.2628 0.36 0.20 -0.67
H -24.1889 -32.6790 2.3600 0.05 -0.80 0.29
H -23.4200 -32.9547 0.8361 0.49 0.37 -0.10
H -21.5049 -35.8165 1.9380 0.27 0.10 -0.11
H -20.9803 -33.1770 0.4825 -0.61 -0.23 0.06
H -20.9603 -34.8814 -0.2152 0.44 0.61 -0.50
H -19.8198 -34.3128 1.0472 0.33 -0.06 -0.42
C -23.1797 -26.8097 1.4381 0.47 -0.03 -0.35
C -22.2432 -25.7670 0.8473 -0.70 1.84 1.05
O -21.8021 -24.8596 1.5628 0.23 -1.21 -0.33
N -22.0693 -25.7262 -0.4864 1.04 0.05 -1.38
C -21.1950 -24.7615 -1.1702 -0.37 0.97 -0.57
H -22.8914 -27.8159 1.1339 -0.03 -0.11 0.09
H -24.2019 -26.6496 1.0950 -0.03 0.11 -0.01
H -23.1326 -26.7000 2.5216 -0.07 -0.10 -0.15
H -22.6226 -26.2772 -1.1271 0.04 -0.25 0.51
H -21.7054 -24.3696 -2.0499 -0.40 -0.09 0.02
H -20.2537 -25.0993 -1.6037 0.07 -0.85 0.53
H -20.9503 -23.8638 -0.6024 -0.29 -0.42 0.54
C -19.0652 -27.5194 4.2677 1.09 -0.51 -1.19
C -18.5478 -27.2651 5.6063 0.24 0.98 2.44
O -18.9953 -27.8320 6.6140 0.50 0.99 -1.19
N -17.5689 -26.3131 5.7072 -0.38 -0.15 -0.06
C -17.1675 -25.7717 6.9884 -0.22 0.17 0.71
H -18.4270 -27.0496 3.5192 -0.14 0.29 -0.08
H -20.0906 -27.1795 4.1226 0.01 -0.50 0.17
H -18.8427 -28.5813 4.1626 -1.01 -0.31 -0.46
H -17.0462 -26.1309 4.8624 -0.12 0.36 0.26
H -18.0224 -25.8038 7.6639 -0.01 -0.91 0.09
H -17.0177 -24.6937 7.0482 0.57 0.06 -1.02
H -16.2973 -26.2734 7.4117 -0.13 -0.04 0.11
C -25.6749 -21.5720 5.6966 -0.70 0.22 -0.86
C -25.8902 -23.0430 5.4528 -0.19 -0.14 0.93
O -26.0693 -23.8049 6.4204 0.35 0.46 -1.02
N -25.9212 -23.5130 4.1836 -0.10 -0.77 0.52
C -26.0498 -24.9552 3.9695 0.74 0.59 -0.70
H -25.8276 -21.3368 6.7499 0.56 -0.13 -0.13
H -26.4545 -21.0243 5.1671 -0.29 -0.01 -0.08
H -24.7724 -21.1946 5.2158 0.37 -0.16 0.51
H -25.8172 -22.9831 3.3301 0.10 0.49 0.66
H -25.4999 -25.5202 4.7221 -0.37 0.09 0.22
H -25.4916 -25.0972 3.0441 -0.31 -0.50 -0.25
H -27.0888 -25.2657 3.8587 0.13 -0.13 0.15
C -27.3520 -30.2770 10.7989 -1.42 -0.42 1.26
C -28.3918 -31.3802 11.0885 1.91 0.94 -1.43
O -28.1934 -32.4940 10.6335 -0.18 -1.11 -0.24
N -29.4668 -31.0570 11.7684 -2.13 0.35 1.49
C -30.5072 -32.0036 12.1935 1.10 0.05 0.32
H -26.3767 -30.7185 11.0039 -0.05 0.16 -0.33
H -27.5743 -29.4906 11.5202 0.48 0.43 -0.23
H -27.4930 -29.9000 9.7860 0.23 -0.12 0.03
H -29.6096 -30.1761 12.2415 0.75 0.21 -0.55
H -30.4635 -32.0415 13.2820 -0.33 0.07 0.11
H -30.2023 -33.0003 11.8745 -0.56 0.13 -0.46
H -31.4764 -31.6223 11.8721 -0.01 -0.55 -0.12
C -25.8589 -35.6322 8.2075 0.77 0.45 -0.45
C -25.8462 -37.0638 8.7283 -2.01 0.26 0.98
O -26.9802 -37.5716 8.8610 2.11 -0.06 -0.07
N -24.6666 -37.5765 9.1892 -1.48 -0.15 -0.20
C -24.6083 -38.8604 9.8991 -0.25 0.96 -0.21
H -26.4638 -34.9818 8.8393 -0.08 -0.36 0.36
H -26.3234 -35.5548 7.2245 0.02 -0.41 -0.06
H -24.8793 -35.1585 8.1432 0.22 -0.12 -0.04
H -23.8054 -37.1434 8.8877 -0.05 0.04 -0.03
H -25.6191 -39.2457 10.0334 0.08 -0.05 -0.42
H -24.2470 -38.6606 10.9079 0.43 -0.29 -0.07
H -23.9748 -39.5256 9.3125 -0.05 -0.30 0.43
C -27.4526 -35.9790 1.9537 1.05 0.61 -0.29
C -27.5559 -36.0090 3.4700 -0.80 -1.45 0.18
O -28.1720 -36.8807 4.0628 -0.07 -0.24 -0.22
N -26.9606 -35.0470 4.2126 1.95 1.84 -0.55
C -26.2796 -33.8071 3.7402 -1.10 -0.05 -0.53
H -27.9078 -35.0506 1.6089 0.15 0.01 -0.28
H -27.7592 -36.8090 1.3172 -1.04 -0.25 1.03
H -26.4000 -36.0038 1.6719 0.37 0.78 0.18
H -27.0297 -35.1420 5.2157 -0.26 -0.30 -0.25
H -26.2088 -33.7680 2.6532 -0.45 -0.31 -0.02
H -25.2564 -33.5647 4.0273 -0.02 -0.86 0.83
H -26.9258 -32.9762 4.0234 0.09 0.26 -0.06